Density functional theory data (the ωB97M-V functional and the def2-TZVPD basis) for the molecule CH4N2S2.

Each line ends with the Löwdin charge.
Geometry (Å):
1 S 2.0578 -2.0861 1.5181  0.2368
2 S 1.7851 -0.2098 0.8339  0.4092
3 N 0.1906 -0.3891 0.2587  -0.5009
4 C -0.6728 0.7913 0.4862  -0.2782
5 N -0.1633 0.5606 -0.8545  -0.0458
6 H 2.3222 -3.0506 0.4545  -0.1242
7 H -0.3741 1.7666 1.0563  0.1311
8 H -1.6710 0.6217 0.6867  0.0621
9 H -0.8687 0.1134 -1.4977  0.1099

Computed properties:
SMILES: SSN1CN1
Kohn-Sham gap, eV: 9.57
Energy relative to the best compared isomer or geometry (same formula, charge and spin), kcal per mole: 68.0
HOMO energy, eV: -9.07
Calculated total energy, eV: -25749.5399

Density functional theory data (the ωB97M-V functional and the def2-TZVPD basis) for the molecule C2H7N.

Each line ends with the Löwdin charge.
Geometry (Å):
1 C -1.1190 -0.2828 0.1675  -0.0986
2 C 0.4088 -0.4312 0.0700  -0.4282
3 N 1.1998 0.6893 -0.3078  -0.0780
4 H -1.8249 -1.3543 0.0258  0.1510
5 H -1.0876 0.2745 1.0652  0.0384
6 H -1.3865 0.1927 -0.7802  0.0478
7 H 0.9128 -0.9349 0.8314  0.0961
8 H 0.5751 -0.8905 -0.7653  0.0276
9 H 0.6064 1.5223 -0.8436  0.1363
10 H 1.7151 1.2150 0.5370  0.1076

Computed properties:
SMILES: CCN
Kohn-Sham gap, eV: 10.08
Energy relative to the best compared isomer or geometry (same formula, charge and spin), kcal per mole: 54.6
HOMO energy, eV: -8.93
Calculated total energy, eV: -3675.1144

Density functional theory data (the ωB97M-V functional and the def2-TZVPD basis) for a cluster of 6 separate species, C6H18N6O12 in total.

Each line ends with the Löwdin charge.
Geometry (Å):
1 C 5.1257 -4.1228 0.4267  0.0306
2 N 3.7398 -3.7466 0.7497  -0.4615
3 O 2.9748 -3.5223 -0.1518  0.0659
4 O 3.5090 -3.6252 1.9299  0.0769
5 H 5.3839 -4.0181 -0.6187  0.0944
6 H 5.2780 -5.1556 0.7497  0.1050
7 H 5.8100 -3.5873 1.0804  0.0994
8 C -3.6046 1.7683 0.3167  0.0304
9 N -4.2299 3.0075 -0.1726  -0.4631
10 O -3.7970 4.0488 0.2494  0.0667
11 O -5.1405 2.8902 -0.9591  0.0661
12 H -2.5572 1.7763 0.0232  0.0723
13 H -4.1647 0.8991 -0.0047  0.0945
14 H -3.5893 1.7336 1.4066  0.1025
15 C -2.0710 -3.6292 -1.4230  0.0595
16 N -1.3143 -3.9432 -0.1700  -0.4622
17 O -1.5937 -3.3104 0.8254  0.0614
18 O -0.4146 -4.7524 -0.2371  0.0570
19 H -2.9739 -3.1699 -1.0343  0.0990
20 H -2.1239 -4.5629 -1.9673  0.0983
21 H -1.4737 -2.8790 -1.9344  0.0833
22 C 0.4421 4.5748 -1.5912  0.0452
23 N -0.3984 3.6769 -2.4069  -0.4577
24 O -1.5147 3.4384 -1.9950  0.0544
25 O 0.0565 3.1987 -3.4212  0.0606
26 H -0.2321 4.9433 -0.8254  0.1006
27 H 0.7924 5.3684 -2.2469  0.1008
28 H 1.2976 4.0383 -1.1958  0.0922
29 C 0.8806 -0.8494 -1.5371  0.0745
30 N 0.2983 0.2079 -0.6327  -0.4268
31 O -0.6705 -0.0589 0.0357  0.0627
32 O 0.7723 1.3221 -0.7521  0.0464
33 H 0.2387 -0.7715 -2.4114  0.1062
34 H 0.7929 -1.7946 -1.0095  0.0822
35 H 1.8973 -0.5355 -1.7270  0.0972
36 C 0.8173 1.4112 2.7667  0.0465
37 N -0.1793 1.7969 3.8256  -0.4344
38 O -0.8186 2.8281 3.6502  0.0527
39 O -0.2400 1.0902 4.8218  0.0575
40 H 1.7857 1.2290 3.2133  0.0974
41 H 0.8552 2.2368 2.0644  0.0836
42 H 0.3536 0.5498 2.2902  0.0819

Computed properties:
SMILES: C[N+](=O)[O-].C[N+](=O)[O-].C[N+](=O)[O-].C[N+](=O)[O-].C[N+](=O)[O-].C[N+](=O)[O-]
Kohn-Sham gap, eV: 10.39
Energy relative to the best compared isomer or geometry (same formula, charge and spin), kcal per mole: 11.1
HOMO energy, eV: -10.68
Calculated total energy, eV: -40007.2313

Density functional theory data (the ωB97M-V functional and the def2-TZVPD basis) for the molecule C4H8N2O.

Each line ends with the Löwdin charge.
Geometry (Å):
1 C -1.1205 0.5312 -1.5992  -0.0850
2 C -0.5103 -0.7633 -1.1443  -0.1062
3 C 0.3100 -1.0943 -0.1205  -0.0879
4 N 0.6541 -0.1054 0.8507  -0.1835
5 N 1.5850 0.8925 0.4719  0.0776
6 C 0.3103 -0.4365 2.1137  -0.3818
7 O -0.3613 -1.3793 2.3480  0.0292
8 H -0.8633 0.8049 -2.5256  0.0264
9 H -0.9498 1.4513 -0.9693  0.0897
10 H -2.1621 0.4892 -1.3802  0.0708
11 H -0.5968 -1.5893 -1.8543  0.0997
12 H 0.5737 -2.1097 0.1945  0.1221
13 H 1.3240 1.2257 -0.4568  0.0724
14 H 1.3707 1.7203 1.0423  0.0875
15 H 0.4365 0.3628 3.0292  0.1691

Computed properties:
SMILES: C/C=C\N(N)C=O
Kohn-Sham gap, eV: 9.30
Energy relative to the best compared isomer or geometry (same formula, charge and spin), kcal per mole: 84.0
HOMO energy, eV: -8.52
Calculated total energy, eV: -9302.7515